(1)
The following is a quantum chemistry calculation of a structure of composition C54H46GeNP2SiTeTi, from the OMol25 dataset.

Last column: Löwdin spin population.
Element x y z (Å)
1 Ti -0.635 -0.366 -0.136  0.000
2 Te -5.103 -2.771 -0.893  0.000
3 C -5.706 -1.653 -2.600  0.000
4 C -6.437 -0.481 -2.458  0.000
5 C -6.658 0.309 -3.580  0.000
6 N -6.204 0.003 -4.793  0.000
7 C -5.542 -1.142 -4.930  0.000
8 C -5.270 -2.002 -3.872  0.000
9 C -3.313 -1.739 -0.656  0.000
10 P -3.006 -0.398 0.395  0.000
11 C -2.822 1.190 -0.474  0.001
12 C -3.456 1.497 -1.678  -0.001
13 C -3.238 2.733 -2.258  0.001
14 C -2.376 3.651 -1.663  0.002
15 C -1.715 3.364 -0.476  0.034
16 C -1.941 2.115 0.113  0.008
17 C -4.097 -0.147 1.789  0.000
18 C -4.901 0.989 1.864  0.000
19 C -5.758 1.150 2.942  0.000
20 C -5.812 0.184 3.937  0.000
21 C -5.014 -0.951 3.859  0.000
22 C -4.157 -1.121 2.785  0.000
23 P -1.743 -2.258 -1.141  0.000
24 C -1.531 -3.938 -1.685  0.000
25 C -1.458 -4.261 -3.039  0.000
26 C -1.380 -5.593 -3.412  0.000
27 C -1.373 -6.588 -2.442  0.000
28 C -1.442 -6.261 -1.094  0.000
29 C -1.521 -4.934 -0.708  0.000
30 C -1.057 -1.188 -2.468  0.000
31 C 0.332 -0.963 -2.449  0.000
32 C 0.947 -0.213 -3.462  0.000
33 C 0.161 0.328 -4.467  0.000
34 C -1.221 0.144 -4.468  0.000
35 C -1.832 -0.592 -3.469  0.000
36 H -6.827 -0.176 -1.495  0.000
37 H -7.222 1.232 -3.497  0.000
38 H -5.210 -1.388 -5.933  0.000
39 H -4.723 -2.920 -4.046  0.000
40 H -4.136 0.782 -2.126  0.000
41 H -3.751 2.998 -3.174  0.000
42 H -2.217 4.612 -2.140  0.000
43 H -0.119 4.734 -0.659  0.032
44 H -1.515 1.926 1.103  0.004
45 H -4.863 1.743 1.087  0.000
46 H -6.387 2.028 3.002  0.000
47 H -6.483 0.312 4.776  0.000
48 H -5.065 -1.705 4.633  0.000
49 H -3.554 -2.019 2.709  0.000
50 H -1.465 -3.485 -3.794  0.000
51 H -1.326 -5.857 -4.460  0.000
52 H -1.315 -7.626 -2.741  0.000
53 H -1.433 -7.042 -0.345  0.000
54 H -1.577 -4.669 0.341  0.000
55 H 0.961 -1.485 -1.713  0.000
56 H 2.023 -0.090 -3.473  0.000
57 H 0.626 0.895 -5.263  0.000
58 H -1.815 0.564 -5.270  0.000
59 H -2.904 -0.756 -3.471  0.000
60 Ge 0.915 1.548 -1.165  0.001
61 C -0.792 4.410 0.156  0.069
62 C -1.614 5.597 0.585  0.228
63 C -1.625 6.055 1.859  0.013
64 C -0.830 5.460 2.865  0.333
65 C 0.017 4.382 2.531  0.018
66 C 0.053 3.878 1.272  0.225
67 C 2.767 2.015 -1.244  0.000
68 C 3.641 1.630 -0.221  0.000
69 C 4.983 1.957 -0.293  0.000
70 C 5.463 2.664 -1.389  0.000
71 C 4.604 3.056 -2.410  0.000
72 C 3.258 2.745 -2.333  0.000
73 H 0.264 2.318 -2.346  0.001
74 H -2.222 6.077 -0.172  0.011
75 H -2.246 6.905 2.109  -0.006
76 H -0.848 5.848 3.873  0.018
77 H 0.665 3.957 3.287  -0.005
78 H 0.759 3.074 1.064  0.012
79 H 3.269 1.075 0.634  0.000
80 H 5.659 1.665 0.500  0.000
81 H 6.513 2.917 -1.447  0.000
82 H 4.986 3.613 -3.255  0.000
83 H 2.585 3.072 -3.118  0.000
84 C -0.418 -5.342 2.742  0.000
85 C -1.159 -4.207 3.048  0.000
86 C -0.690 -2.957 2.671  0.000
87 C 0.520 -2.824 1.978  0.000
88 C 1.242 -3.978 1.658  0.000
89 C 0.779 -5.227 2.046  0.000
90 Si 1.141 -1.114 1.566  0.000
91 C 0.994 0.118 2.955  0.001
92 C -0.251 0.662 3.289  0.000
93 C -0.393 1.531 4.360  0.000
94 C 0.718 1.869 5.120  0.000
95 C 1.964 1.340 4.805  0.001
96 C 2.101 0.471 3.732  0.000
97 H -0.769 -6.316 3.056  0.000
98 H -2.084 -4.299 3.603  0.000
99 H -1.240 -2.068 2.966  0.000
100 H 2.184 -3.902 1.128  0.000
101 H 1.360 -6.111 1.819  0.000
102 H 2.503 -1.146 0.979  0.000
103 H -1.147 0.379 2.736  0.000
104 H -1.367 1.934 4.606  0.000
105 H 0.615 2.538 5.963  0.000
106 H 2.828 1.598 5.403  0.000
107 H 3.080 0.062 3.505  0.000

Forces on the atoms, in the same order (eV/Å):
0.466 0.646 0.036
-0.158 0.190 -0.332
0.012 0.015 0.039
-0.047 -0.019 0.032
0.006 -0.046 0.006
0.002 0.035 -0.037
-0.013 -0.009 0.055
0.032 -0.038 -0.020
-0.176 -0.451 0.365
-0.008 -0.142 -0.074
-0.189 -0.038 0.282
0.130 -0.036 -0.039
0.023 0.028 -0.024
0.032 -0.042 -0.060
0.073 -0.027 -0.024
-0.045 0.063 0.095
0.016 0.082 -0.003
0.046 0.020 0.046
-0.004 -0.012 0.016
0.004 0.012 -0.017
-0.003 -0.017 0.005
-0.020 -0.073 -0.012
-0.110 0.469 -0.276
0.078 -0.113 0.151
0.028 0.000 0.016
0.005 -0.002 -0.001
0.008 -0.006 -0.007
-0.008 -0.004 0.004
-0.017 -0.008 -0.010
0.007 -0.394 -0.107
-0.055 -0.064 0.086
0.058 -0.009 -0.012
0.046 0.007 0.004
-0.050 0.000 0.017
0.088 0.177 0.014
0.008 0.001 -0.007
0.001 -0.002 -0.004
-0.003 0.005 -0.004
-0.009 -0.001 0.005
-0.007 0.008 0.006
0.003 -0.010 0.000
0.001 -0.001 0.004
-0.046 0.034 -0.017
-0.011 -0.018 -0.025
0.000 -0.002 -0.002
-0.002 -0.005 -0.001
0.002 0.002 -0.001
-0.003 0.003 -0.002
0.008 0.005 -0.007
-0.003 -0.007 -0.003
-0.005 0.000 0.002
0.002 0.003 0.000
0.000 0.006 0.001
-0.001 -0.005 0.005
-0.028 -0.066 -0.024
-0.001 -0.016 -0.017
0.012 -0.004 0.005
-0.013 -0.006 0.009
0.012 0.001 -0.010
0.016 -0.254 -0.412
-0.004 0.020 0.016
-0.018 -0.001 0.043
-0.016 -0.010 -0.045
-0.010 0.015 0.045
0.035 -0.001 -0.079
0.057 -0.055 0.053
-0.151 0.032 0.167
0.004 -0.060 0.002
0.020 0.017 0.002
-0.028 -0.008 -0.003
0.016 0.007 0.025
-0.012 0.044 -0.041
-0.003 0.084 0.133
-0.002 0.001 0.002
0.000 0.001 0.002
0.009 -0.001 -0.001
-0.010 0.033 -0.019
-0.014 0.019 -0.033
0.006 0.019 0.003
-0.002 -0.001 -0.001
0.002 -0.003 -0.001
-0.006 0.003 -0.001
0.007 -0.005 0.001
0.021 -0.009 -0.017
0.003 0.023 0.004
0.049 -0.005 0.042
-0.025 0.072 0.027
-0.012 0.035 -0.067
-0.025 -0.025 0.014
-0.006 0.113 -0.080
0.001 -0.061 -0.004
-0.060 -0.051 0.056
-0.006 -0.061 0.012
0.014 -0.045 0.010
-0.028 0.033 0.024
0.030 0.091 -0.096
-0.001 0.003 0.002
-0.001 0.004 0.004
-0.031 -0.028 0.008
0.000 0.000 0.005
-0.001 0.001 -0.001
-0.007 -0.093 0.051
0.017 -0.010 0.013
0.003 0.012 0.003
-0.003 0.001 -0.001
-0.001 -0.002 0.003
-0.008 -0.011 0.007

Values from the calculation:
- Spin multiplicity: 2
- Strongest force on any atom: 0.80 eV/Å
- Electronic energy: -171595.6211 eV
- HOMO (alpha / beta): -11.5336 / -12.5806 eV
- ⟨S²⟩: 0.7897
- Lowest unoccupied orbital energy (alpha / beta): -6.5908 / -6.5910 eV
- ΔE to the lowest compared entry with this formula, charge and spin: 5.9 kJ/mol
- Total charge: +2


(2)
The following is a quantum chemistry calculation of a structure of composition C54H49CaN5S2Sb2, from the OMol25 dataset.

Last column: Löwdin charge in e.
Element x y z (Å)
1 Ca 0.332 0.613 -0.343  0.942
2 N 3.687 3.767 -1.053  0.037
3 C 2.684 2.823 -1.065  -0.896
4 S 2.668 1.800 0.382  0.413
5 N 1.906 2.829 -2.102  0.003
6 N 0.980 1.820 -2.153  -0.150
7 C 0.065 1.918 -3.105  -0.243
8 C 0.035 3.046 -4.073  -0.187
9 C -1.081 3.876 -4.136  -0.043
10 C -1.124 4.934 -5.034  -0.085
11 C -0.052 5.167 -5.881  -0.100
12 C 1.065 4.343 -5.822  -0.080
13 C 1.112 3.293 -4.920  -0.026
14 C -0.965 0.932 -3.175  -0.247
15 C -1.806 0.809 -4.315  -0.025
16 C -2.746 -0.177 -4.393  -0.085
17 C -2.874 -1.097 -3.325  -0.098
18 C -2.034 -0.936 -2.255  -0.217
19 N -1.121 0.039 -2.131  -0.064
20 H 4.104 3.978 -0.164  0.054
21 H 3.607 4.507 -1.731  0.085
22 H -1.925 3.683 -3.480  0.106
23 H -1.998 5.572 -5.070  0.098
24 H -0.084 5.988 -6.586  0.096
25 H 1.904 4.520 -6.484  0.099
26 H 1.986 2.655 -4.860  0.098
27 H -1.669 1.493 -5.139  0.112
28 H -3.367 -0.268 -5.275  0.098
29 H -3.589 -1.906 -3.346  0.089
30 H -2.092 -1.626 -1.415  0.069
31 C -1.292 -2.389 1.587  -0.431
32 C -1.258 -2.701 3.080  -0.339
33 C -0.139 -2.005 3.860  -0.365
34 Sb 0.215 0.044 3.289  1.487
35 C -1.754 0.708 3.796  -0.392
36 C -2.468 1.497 2.901  -0.138
37 C -3.776 1.878 3.172  -0.081
38 C -4.382 1.476 4.352  -0.086
39 C -3.676 0.696 5.259  -0.084
40 C -2.372 0.314 4.981  -0.130
41 C 1.206 0.576 5.089  -0.394
42 C 2.199 -0.251 5.604  -0.130
43 C 2.862 0.093 6.774  -0.086
44 C 2.538 1.266 7.439  -0.091
45 C 1.550 2.097 6.929  -0.087
46 C 0.888 1.753 5.759  -0.130
47 Sb 0.259 -3.086 0.240  1.491
48 C 1.929 -3.211 1.556  -0.410
49 C 2.152 -4.277 2.422  -0.133
50 C 3.183 -4.223 3.348  -0.081
51 C 3.996 -3.097 3.421  -0.090
52 C 3.796 -2.040 2.544  -0.083
53 C 2.773 -2.105 1.606  -0.170
54 C -0.236 -5.161 0.293  -0.406
55 C 0.702 -6.064 -0.201  -0.150
56 C 0.443 -7.426 -0.205  -0.085
57 C -0.767 -7.904 0.280  -0.088
58 C -1.711 -7.014 0.767  -0.085
59 C -1.446 -5.650 0.773  -0.128
60 H -1.384 -1.306 1.444  -0.011
61 H -2.209 -2.784 1.135  0.045
62 H -1.185 -3.784 3.234  0.100
63 H -2.221 -2.396 3.504  0.101
64 H 0.814 -2.516 3.726  0.022
65 H -0.354 -2.017 4.930  0.060
66 H -2.004 1.831 1.980  0.053
67 H -4.313 2.489 2.456  0.102
68 H -5.401 1.772 4.569  0.102
69 H -4.143 0.384 6.185  0.103
70 H -1.833 -0.291 5.703  0.100
71 H 2.467 -1.170 5.096  0.079
72 H 3.632 -0.559 7.167  0.103
73 H 3.054 1.533 8.352  0.101
74 H 1.293 3.014 7.443  0.103
75 H 0.112 2.407 5.377  0.097
76 H 1.514 -5.154 2.383  0.098
77 H 3.349 -5.057 4.018  0.104
78 H 4.792 -3.051 4.153  0.105
79 H 4.433 -1.165 2.579  0.113
80 H 2.656 -1.275 0.914  0.051
81 H 1.653 -5.708 -0.584  0.101
82 H 1.185 -8.113 -0.590  0.105
83 H -0.972 -8.967 0.277  0.103
84 H -2.657 -7.378 1.146  0.103
85 H -2.199 -4.977 1.164  0.085
86 S -0.832 5.352 -0.245  1.092
87 C -0.150 3.847 0.221  -0.463
88 N -0.900 2.800 0.073  -0.049
89 C -2.133 3.152 -0.458  -0.332
90 C -3.168 2.270 -0.776  -0.026
91 C -4.318 2.779 -1.339  -0.068
92 C -4.458 4.150 -1.583  -0.083
93 C -3.448 5.035 -1.268  -0.091
94 C -2.284 4.523 -0.703  -0.475
95 H 0.859 3.769 0.608  0.036
96 H -3.051 1.207 -0.610  0.103
97 H -5.121 2.106 -1.609  0.107
98 H -5.371 4.519 -2.032  0.105
99 H -3.555 6.093 -1.463  0.110
100 C 2.471 -0.701 -2.318  0.027
101 C 2.507 -0.713 -3.717  -0.314
102 C 1.628 -1.534 -4.464  -0.044
103 C 1.636 -1.508 -5.843  -0.093
104 C 2.512 -0.669 -6.527  -0.095
105 C 3.382 0.152 -5.813  -0.102
106 C 3.384 0.137 -4.435  -0.052
107 H 3.063 -0.009 -1.735  0.020
108 H 1.747 -1.342 -1.828  -0.020
109 H 0.931 -2.174 -3.934  0.107
110 H 0.950 -2.137 -6.396  0.100
111 H 2.511 -0.649 -7.609  0.095
112 H 4.058 0.811 -6.344  0.101
113 H 4.050 0.787 -3.879  0.113

Forces on the atoms, in the same order (eV/Å):
0.012 -0.135 0.320
0.065 0.077 -0.090
0.099 -0.027 0.156
-0.054 0.046 -0.196
0.332 0.062 0.144
-0.198 0.043 0.275
-0.378 -0.043 -0.354
0.157 -0.056 -0.032
0.019 0.002 0.015
-0.019 -0.010 0.018
0.020 0.033 -0.028
-0.008 0.010 -0.005
0.029 0.006 -0.011
-0.047 0.032 -0.106
-0.110 -0.052 -0.057
0.105 0.137 -0.036
0.069 -0.047 0.148
-0.221 -0.115 -0.002
0.435 0.043 0.094
-0.032 0.010 -0.037
0.002 0.005 0.012
0.025 -0.001 -0.011
-0.009 0.010 -0.013
-0.003 0.008 -0.002
0.005 0.009 -0.006
-0.061 0.019 -0.019
0.002 0.019 -0.010
-0.008 0.002 -0.007
-0.002 -0.016 0.009
-0.039 -0.016 -0.016
-0.196 -0.068 -0.080
0.033 0.027 0.043
0.113 -0.054 0.050
-0.202 -0.066 -0.236
0.075 -0.015 0.123
0.003 0.022 -0.115
-0.030 0.028 -0.002
0.006 -0.005 0.002
-0.008 0.015 0.001
0.008 -0.015 0.048
-0.030 0.041 0.016
0.055 -0.046 -0.002
0.024 0.001 0.036
-0.006 0.005 -0.002
0.004 0.000 0.007
-0.033 0.037 -0.018
-0.036 0.012 -0.004
-0.046 0.058 0.010
-0.009 -0.083 -0.003
0.039 0.027 0.010
-0.024 -0.037 0.013
0.008 0.037 -0.038
0.079 0.012 0.042
-0.028 0.020 -0.013
0.059 0.026 -0.049
-0.006 -0.021 0.002
0.002 0.011 0.004
0.004 -0.046 -0.002
-0.039 0.067 0.031
0.020 0.008 -0.047
0.025 -0.045 0.025
0.014 0.010 -0.018
0.024 0.004 0.009
-0.019 0.001 0.009
-0.026 0.046 -0.009
-0.007 -0.028 0.030
-0.017 0.005 0.009
-0.004 0.001 -0.005
-0.010 0.001 0.005
0.008 0.001 -0.007
-0.001 -0.008 -0.007
0.004 -0.002 0.005
0.006 0.002 0.002
0.002 0.003 0.007
0.001 -0.005 -0.002
0.005 0.029 0.015
0.002 0.003 0.011
0.012 0.000 -0.004
0.012 0.002 0.005
0.000 0.003 0.004
-0.003 0.000 0.004
0.002 -0.008 -0.001
-0.004 -0.004 -0.003
-0.002 -0.002 0.003
0.008 0.011 -0.003
-0.024 -0.081 -0.021
-0.025 -0.094 0.073
0.157 -0.106 0.025
-0.129 0.148 -0.157
0.000 0.036 -0.011
0.017 -0.066 0.021
-0.009 0.031 -0.010
-0.049 0.034 -0.008
0.033 -0.060 0.022
0.009 0.058 0.001
0.001 0.007 -0.006
-0.001 -0.009 0.000
0.001 0.013 -0.001
0.007 0.011 -0.003
-0.214 0.052 0.064
-0.072 0.166 -0.176
0.032 0.066 0.025
-0.005 -0.002 -0.023
-0.001 0.010 -0.039
0.004 -0.011 -0.016
-0.038 -0.054 0.031
0.122 -0.141 0.014
0.133 -0.101 0.108
-0.006 0.007 0.014
-0.004 0.001 0.002
0.001 0.000 0.000
0.003 0.004 -0.004
-0.002 0.005 0.014

Values from the calculation:
- Strongest force on any atom: 0.52 eV/Å
- Electronic energy: -117428.2172 eV
- HOMO (alpha / beta): -4.7382 / -6.5604 eV
- Lowest unoccupied orbital energy (alpha / beta): -0.0179 / 0.2910 eV
- ΔE to the lowest compared entry with this formula, charge and spin: 21.6 kJ/mol